# 1
Computed, not measured: C4H7NO in the gas phase at a distorted geometry, with ωB97M-V with the def2-TZVPD basis set.

CARTESIAN COORDINATES (ANGSTROEM)
C  -0.64889  -0.18621  1.28273
C  -0.36170  -0.81514  -0.27490
N  -0.66971  0.03450  -1.43187
C  0.70973  -0.06966  -0.96370
C  0.99097  1.07494  -0.03642
O  2.01732  1.23894  0.57113
H  -0.49490  0.83076  1.80094
H  -0.09047  -0.84767  1.95529
H  -1.71376  -0.31047  1.33810
H  -0.54500  -1.92121  -0.33621
H  -0.84908  -0.36952  -2.35830
H  1.55086  -0.40251  -1.56514
H  0.10463  1.74326  0.01835

Atoms 1-2, force components in eV/Å:
C -0.5 -0.9 -0.6
C -0.1 0.6 1.5

* E_HOMO: -9.423 eV
* LUMO: 0.03508 Ha
* orbital gap: 10.38 eV
* SMILES: C[C@H]1N[C@H]1C=O
* E: -286.50059 Eh

---

# 2
Computed, not measured: C24H23NO8 in the gas phase at a distorted geometry, with ωB97M-V with the def2-TZVPD basis set.

CARTESIAN COORDINATES (ANGSTROEM)
C  -3.76985  7.65364  -0.30891
O  -3.80617  6.25022  -0.39101
C  -2.78482  5.52603  0.16051
C  -1.69222  6.11403  0.79332
C  -0.66564  5.35858  1.31806
C  -0.68839  3.96539  1.22291
C  0.40253  3.20601  1.77367
C  0.61497  1.87570  1.75344
O  -0.20049  0.93556  1.16674
C  0.37487  -0.27838  1.35930
C  -0.12403  -1.48059  0.91141
C  0.60905  -2.63595  1.20158
O  0.07455  -3.78709  0.71373
C  0.71778  -5.00913  0.99157
C  2.10484  -5.23925  0.38451
O  2.87002  -6.00592  0.93946
N  2.44127  -4.61256  -0.75930
C  3.67316  -4.99218  -1.43835
C  3.33230  -4.81027  -2.90988
C  2.45987  -3.55898  -2.87954
C  1.64511  -3.72130  -1.57934
C  0.27595  -4.30629  -1.89545
O  -0.00107  -5.47325  -1.88261
O  -0.58386  -3.34930  -2.24630
C  1.80702  -2.56733  1.92144
C  2.29240  -1.35053  2.36104
C  1.57728  -0.19717  2.07822
C  1.79632  1.21720  2.36995
O  2.70469  1.76732  2.96124
C  -1.78818  3.37344  0.59967
C  -2.83546  4.11793  0.07658
O  -3.81565  3.36550  -0.49746
C  -5.06278  3.92157  -0.84882
H  -4.67601  7.99516  -0.80748
H  -2.89717  8.06574  -0.82521
H  -3.77809  7.99862  0.72978
H  -1.63700  7.18762  0.87491
H  0.16459  5.85158  1.80000
H  1.17789  3.76720  2.28019
H  -1.04155  -1.55063  0.35230
H  0.80222  -5.17695  2.07223
H  0.05971  -5.77969  0.57601
H  3.93552  -6.01314  -1.16100
H  4.48451  -4.32292  -1.13123
H  4.21514  -4.69036  -3.53304
H  2.75515  -5.66395  -3.26564
H  1.81551  -3.46371  -3.75155
H  3.08096  -2.66594  -2.80816
H  1.49461  -2.74738  -1.10079
H  -1.45391  -3.72978  -2.44782
H  2.36724  -3.46351  2.13305
H  3.21614  -1.29068  2.91436
H  -1.85361  2.30247  0.51088
H  -5.52835  4.43514  -0.00471
H  -4.97923  4.61196  -1.69050
H  -5.67962  3.07052  -1.13796

Atoms 1-2, force components in eV/Å:
C 0.0 0.2 0.0
O 0.2 -0.5 0.0

* E_HOMO: -7.899 eV
* LUMO: -0.01812 Ha
* orbital gap: 7.41 eV
* SMILES: COc1ccc(/C=C2\Oc3cc(OCC(=O)N4CCC[C@H]4C(=O)O)ccc3C2=O)cc1OC
* E: -1585.02823 Eh

---

# 3
Computed, not measured: 2 unconnected molecules or ions with the total composition C4H4N2O, with ωB97M-V with the def2-TZVPD basis set.

CARTESIAN COORDINATES (ANGSTROEM)
O  0.10269  0.53313  -2.44401
C  0.17638  0.25677  -1.27763
C  -0.76527  0.20090  -0.20566
C  -0.79826  -0.08538  1.01492
N  0.41012  -0.44483  1.53115
C  1.46182  -0.44075  0.63642
N  1.38687  -0.13375  -0.60770
H  0.54712  -0.70629  2.49607
H  2.42618  -0.72637  1.04998
H  -2.39631  1.10993  -0.95376
H  -2.52562  0.44622  -1.27046

Atoms 1-2, force components in eV/Å:
O 0.0 -0.1 0.5
C 0.0 0.1 -0.4

* E_HOMO: -9.981 eV
* LUMO: -0.01421 Ha
* orbital gap: 9.59 eV
* SMILES: O=c1c#c[nH]cn1.[H][H]
* E: -339.40422 Eh

---

# 4
Computed, not measured: 8 unconnected molecules or ions with the total composition C3H23NO7 at a distorted geometry, with ωB97M-V with the def2-TZVPD basis set.

CARTESIAN COORDINATES (ANGSTROEM)
C  1.49023  0.01723  -1.21579
C  0.97317  1.57083  -1.54271
N  0.09876  2.24645  -0.64206
C  0.70708  3.15924  0.36696
H  2.36899  -0.29479  -1.83070
H  0.66863  -0.75114  -1.42452
H  1.79500  -0.02050  -0.16114
H  0.49129  1.09372  -2.40017
H  1.75682  2.22617  -1.99187
H  -0.55545  1.60743  -0.24318
H  0.14154  4.10274  0.10648
H  0.64097  2.86666  1.31956
H  1.77451  3.37694  0.45745
O  2.16384  0.39042  1.90673
H  2.23117  -0.29219  2.58793
H  1.32129  0.79224  2.00969
O  0.40489  -0.97704  4.13546
H  0.26004  -1.76231  3.70612
H  -0.45640  -0.62910  3.81782
O  -0.35598  -0.73507  -4.08545
H  0.51728  -0.27555  -4.31313
H  -0.89244  0.06593  -3.69571
O  -0.80532  -3.59996  -0.36972
H  -0.68052  -3.02193  0.43876
H  -0.10907  -3.59550  -0.99693
O  0.14447  -1.39012  1.59843
H  -0.72693  -1.28860  1.68684
H  0.44904  -0.78095  0.89724
O  -2.16180  0.03474  1.70782
H  -2.84476  0.47453  2.14291
H  -2.47772  -0.30915  0.86405
O  -2.83282  -1.14783  -1.34593
H  -3.43404  -1.46785  -2.05856
H  -2.06575  -1.68569  -1.43269

Atoms 1-2, force components in eV/Å:
C 0.1 0.8 0.9
C 1.1 -3.2 -1.7

* E_HOMO: -8.525 eV
* LUMO: 0.00622 Ha
* orbital gap: 8.69 eV
* SMILES: CCNC.O.O.O.O.O.O.O
* E: -709.41178 Eh

---

# 5
Computed, not measured: a molecular structure, C56H34Cl4N4OSSn, with ωB97M-V with the def2-TZVPD basis set.

CARTESIAN COORDINATES (ANGSTROEM)
Sn  -0.17103  0.06963  -0.00433
Cl  -8.58746  -0.86918  -4.10432
C  -7.12298  -0.81968  -3.20372
C  -6.72760  -1.92913  -2.47009
C  -5.54070  -1.88793  -1.75922
C  -4.74732  -0.74156  -1.76288
C  -5.17376  0.37199  -2.48913
C  -6.34962  0.33484  -3.21420
C  -3.47299  -0.69244  -1.01193
C  -3.34804  0.33490  -0.01541
C  -4.44749  1.13914  0.44656
C  -3.95813  1.95336  1.40536
C  -2.55137  1.66456  1.54230
C  -1.70629  2.26756  2.43957
C  -2.23594  3.37036  3.28033
C  -2.68386  4.55306  2.69644
C  -3.17714  5.58252  3.48027
C  -3.24072  5.42145  4.85662
Cl  -3.86598  6.69062  5.83420
C  -2.80947  4.24329  5.45430
C  -2.30309  3.22597  4.66653
C  -0.32916  1.90527  2.62628
N  0.28694  0.86809  2.04364
C  1.60734  0.86754  2.54292
C  2.57738  -0.06036  2.27486
C  3.90160  0.07646  2.93827
C  4.76036  1.11447  2.59012
C  5.99500  1.23976  3.20549
C  6.36719  0.32688  4.18162
Cl  7.89814  0.48023  4.95319
C  5.51606  -0.70846  4.54624
C  4.28807  -0.83298  3.92036
C  2.40564  -1.17067  1.38621
C  3.42074  -2.16569  1.14271
C  2.90633  -3.04196  0.25740
C  1.57587  -2.59350  -0.07046
N  1.29765  -1.43292  0.67905
C  0.71505  -3.22530  -0.92304
C  -0.62767  -2.78122  -1.20064
C  -1.44133  -3.37585  -2.22402
C  -2.57619  -2.64654  -2.29145
C  -2.49238  -1.61944  -1.28222
N  -1.25628  -1.75008  -0.61575
C  1.18626  -4.43160  -1.64926
C  2.24610  -4.34263  -2.54935
C  2.67755  -5.45916  -3.24613
C  2.05576  -6.68009  -3.02942
Cl  2.59490  -8.07466  -3.88278
C  1.00504  -6.78867  -2.12768
C  0.57030  -5.66508  -1.44831
C  1.75002  1.96966  3.46452
C  0.56828  2.61301  3.51073
N  -2.22666  0.62239  0.65499
H  -7.35100  -2.81257  -2.45402
H  -5.24286  -2.74656  -1.16900
H  -4.56897  1.27228  -2.50388
H  -6.67463  1.19210  -3.78858
H  -5.46929  1.04951  0.11847
H  -4.50218  2.66853  2.00106
H  -2.62627  4.67854  1.62122
H  -3.51089  6.50830  3.03156
H  -2.87542  4.13066  6.52780
H  -1.97561  2.30392  5.13239
H  4.46720  1.82632  1.82655
H  6.66944  2.04062  2.93300
H  5.81704  -1.40548  5.31657
H  3.62114  -1.63762  4.20897
H  4.39115  -2.19186  1.60971
H  3.37406  -3.93226  -0.13316
H  -1.16826  -4.22450  -2.83051
H  -3.39582  -2.77624  -2.97967
H  2.72445  -3.38457  -2.71848
H  3.49430  -5.39198  -3.95234
H  0.53795  -7.75045  -1.96245
H  -0.24947  -5.75268  -0.74286
H  2.64877  2.20006  4.01427
H  0.31008  3.47675  4.09975
O  0.14116  -0.01915  -2.51933
S  0.69229  -0.83224  -3.67449
C  -0.71774  -1.20459  -4.71156
C  -0.61529  -2.28422  -5.57567
C  -1.70844  -2.62341  -6.36073
C  -2.88296  -1.88842  -6.26706
C  -2.96917  -0.81153  -5.39130
C  -1.88327  -0.46620  -4.60147
C  1.56267  0.31432  -4.72690
C  1.10322  1.61100  -4.90112
C  1.81184  2.46127  -5.73148
C  2.95883  2.01067  -6.38033
C  3.40855  0.71221  -6.19641
C  2.70954  -0.14586  -5.35739
H  0.30401  -2.85844  -5.63240
H  -1.64336  -3.46128  -7.04289
H  -3.73451  -2.15358  -6.88020
H  -3.88545  -0.23922  -5.32758
H  -1.93401  0.35711  -3.89849
H  0.21208  1.94664  -4.38422
H  1.47084  3.47747  -5.88062
H  3.50376  2.68102  -7.03300
H  4.30395  0.36834  -6.69760
H  3.05493  -1.16108  -5.19358

Atoms 1-2, force components in eV/Å:
Sn -0.3 -0.6 0.3
Cl 0.0 0.0 0.0

* E_HOMO (alpha / beta): -13.046 / -12.528 eV
* LUMO (alpha / beta): -0.29865 / -0.27382 Ha
* orbital gap (alpha / beta): 4.92 / 5.08 eV
* charge: +2
* E: -4901.44634 Eh

---

# 6
Computed, not measured: a molecular structure, C39H75AsF10N3OPbSSi7Te at a distorted geometry, with ωB97M-V with the def2-TZVPD basis set.

CARTESIAN COORDINATES (ANGSTROEM)
Pb  0.35367  0.08554  -0.73873
C  -2.32963  0.95689  1.18883
N  -2.12717  0.39798  -0.15105
C  -2.99382  -0.77062  -0.34958
C  -2.81596  -1.91003  0.64672
N  -1.51234  -2.58132  0.65503
C  -1.22128  -3.47288  1.67740
C  0.10051  -3.87616  1.95490
F  1.12888  -3.29238  1.31078
C  0.44057  -4.83062  2.89017
F  1.71760  -5.16958  3.03717
C  -0.53105  -5.41276  3.68201
F  -0.22124  -6.34355  4.57258
C  -1.83085  -4.97421  3.52449
F  -2.79657  -5.47178  4.28753
C  -2.15933  -4.03221  2.56391
F  -3.46061  -3.70119  2.49929
C  -2.40981  1.44013  -1.15405
C  -2.10363  1.08375  -2.60148
N  -0.79201  0.46872  -2.78623
C  -0.28628  0.33642  -4.03483
C  -0.72421  0.93804  -5.24101
F  -1.81856  1.72349  -5.26265
C  -0.07935  0.77930  -6.45529
F  -0.55732  1.40680  -7.52459
C  1.06164  0.00374  -6.57469
F  1.70070  -0.12777  -7.73543
C  1.50705  -0.64074  -5.43833
F  2.57807  -1.43916  -5.48347
C  0.82920  -0.49448  -4.24900
F  1.27871  -1.24389  -3.20495
H  -3.38737  1.18518  1.37164
H  -1.74759  1.86736  1.29897
H  -1.98134  0.25353  1.94325
H  -2.84073  -1.13858  -1.36386
H  -4.04615  -0.46207  -0.25632
H  -3.61603  -2.61648  0.41509
H  -3.00374  -1.52885  1.64980
H  -1.81362  2.31436  -0.87045
H  -3.46813  1.73184  -1.10619
H  -2.20372  2.02410  -3.14432
H  -2.87922  0.41036  -2.98629
C  -1.42721  -6.38167  -5.00400
Si  -0.85071  -4.71140  -4.33522
C  -0.81215  -3.44284  -5.73791
C  0.87601  -4.92097  -3.59203
Si  -2.39835  -3.88190  -2.68294
Te  -0.51389  -2.73460  -1.16592
Si  -3.29165  -5.65511  -1.29414
C  -1.82052  -6.41958  -0.37878
C  -4.67527  -5.23070  -0.07129
C  -4.04824  -6.93354  -2.46126
Si  -4.18602  -2.70431  -3.80351
C  -5.56939  -2.23253  -2.60107
C  -4.82703  -4.08564  -4.92716
C  -3.71673  -1.24372  -4.91631
H  -0.84832  -6.66087  -5.88696
H  -2.47903  -6.35970  -5.29590
H  -1.29881  -7.17343  -4.26356
H  0.02961  -3.61737  -6.41192
H  -0.71759  -2.42728  -5.34686
H  -1.72756  -3.48820  -6.33181
H  1.52384  -5.47366  -4.27550
H  0.83529  -5.47153  -2.64981
H  1.34625  -3.95409  -3.39484
H  -1.12033  -5.65670  -0.03495
H  -1.26693  -7.09886  -1.03055
H  -2.14526  -6.98913  0.49472
H  -4.52531  -4.30967  0.48849
H  -4.76914  -6.03362  0.66338
H  -5.63335  -5.14738  -0.58766
H  -3.39028  -7.18870  -3.29248
H  -4.98908  -6.57202  -2.87969
H  -4.27090  -7.85503  -1.91858
H  -5.88909  -3.10328  -2.02420
H  -6.44072  -1.86185  -3.14508
H  -5.27075  -1.45667  -1.89376
H  -5.01747  -5.00577  -4.37204
H  -4.10835  -4.31890  -5.71603
H  -5.76159  -3.79275  -5.41012
H  -4.07182  -0.28430  -4.53898
H  -4.15211  -1.38058  -5.90809
H  -2.63533  -1.16858  -5.04760
C  5.24778  -3.68491  -0.77473
C  4.78185  -2.30040  -0.34119
S  3.56370  -1.66900  -1.53998
O  2.80528  -0.58597  -0.78724
C  4.65580  -0.76031  -2.69401
C  5.46428  0.34222  -2.03672
H  5.98371  -4.06577  -0.06805
H  5.71109  -3.66193  -1.76220
H  4.40774  -4.37870  -0.80383
H  5.60876  -1.60108  -0.24671
H  4.24496  -2.33585  0.60669
H  3.96431  -0.34618  -3.42931
H  5.27370  -1.51334  -3.18630
H  4.83852  0.88487  -1.33155
H  5.81598  1.04321  -2.79279
H  6.33491  -0.03972  -1.50692
C  4.47904  1.14442  1.86126
Si  3.17254  1.62560  3.13699
C  2.65881  0.07203  4.08499
C  3.92757  2.84855  4.36190
As  1.28902  2.24169  1.82733
Si  2.09269  4.06998  0.55770
C  2.97798  3.36092  -0.96181
C  0.62831  5.11137  -0.03667
C  3.32088  5.22168  1.41562
Si  -0.03564  3.27314  3.51846
C  -0.77394  1.82039  4.50196
C  -1.41821  4.30764  2.72848
C  0.87967  4.41528  4.71641
H  5.29215  0.56843  2.30849
H  4.91505  2.02773  1.38854
H  4.00130  0.53572  1.09148
H  3.51513  -0.39437  4.57558
H  2.21559  -0.66253  3.40822
H  1.92270  0.30743  4.85657
H  4.90418  2.48671  4.69031
H  3.30542  2.96148  5.24943
H  4.07253  3.83826  3.92604
H  2.54182  2.41437  -1.29197
H  4.02902  3.18075  -0.72994
H  2.94255  4.05922  -1.79983
H  -0.23638  4.49928  -0.30345
H  0.90270  5.69780  -0.91510
H  0.31598  5.80979  0.74172
H  4.27154  4.71832  1.60307
H  2.94030  5.58948  2.37026
H  3.52467  6.09071  0.78638
H  -0.59981  0.87620  3.98072
H  -1.84833  1.92706  4.65987
H  -0.30622  1.73832  5.48465
H  -1.65645  3.99655  1.71100
H  -1.12028  5.35626  2.67779
H  -2.33651  4.25557  3.31617
H  1.32826  3.85712  5.53793
H  0.19277  5.14536  5.14852
H  1.67619  4.96441  4.21166

Atoms 1-2, force components in eV/Å:
Pb -0.1 0.4 -0.4
C 0.1 -0.1 0.1

* E_HOMO: -9.583 eV
* LUMO: -0.11143 Ha
* orbital gap: 6.55 eV
* charge: +1
* E: -7890.42725 Eh

---

- Among the records above, which one has the lowest E?
  C39H75AsF10N3OPbSSi7Te

---

Please write out number 2 again, unchanged.
Computed, not measured: C24H23NO8 in the gas phase at a distorted geometry, with ωB97M-V with the def2-TZVPD basis set.

CARTESIAN COORDINATES (ANGSTROEM)
C  -3.76985  7.65364  -0.30891
O  -3.80617  6.25022  -0.39101
C  -2.78482  5.52603  0.16051
C  -1.69222  6.11403  0.79332
C  -0.66564  5.35858  1.31806
C  -0.68839  3.96539  1.22291
C  0.40253  3.20601  1.77367
C  0.61497  1.87570  1.75344
O  -0.20049  0.93556  1.16674
C  0.37487  -0.27838  1.35930
C  -0.12403  -1.48059  0.91141
C  0.60905  -2.63595  1.20158
O  0.07455  -3.78709  0.71373
C  0.71778  -5.00913  0.99157
C  2.10484  -5.23925  0.38451
O  2.87002  -6.00592  0.93946
N  2.44127  -4.61256  -0.75930
C  3.67316  -4.99218  -1.43835
C  3.33230  -4.81027  -2.90988
C  2.45987  -3.55898  -2.87954
C  1.64511  -3.72130  -1.57934
C  0.27595  -4.30629  -1.89545
O  -0.00107  -5.47325  -1.88261
O  -0.58386  -3.34930  -2.24630
C  1.80702  -2.56733  1.92144
C  2.29240  -1.35053  2.36104
C  1.57728  -0.19717  2.07822
C  1.79632  1.21720  2.36995
O  2.70469  1.76732  2.96124
C  -1.78818  3.37344  0.59967
C  -2.83546  4.11793  0.07658
O  -3.81565  3.36550  -0.49746
C  -5.06278  3.92157  -0.84882
H  -4.67601  7.99516  -0.80748
H  -2.89717  8.06574  -0.82521
H  -3.77809  7.99862  0.72978
H  -1.63700  7.18762  0.87491
H  0.16459  5.85158  1.80000
H  1.17789  3.76720  2.28019
H  -1.04155  -1.55063  0.35230
H  0.80222  -5.17695  2.07223
H  0.05971  -5.77969  0.57601
H  3.93552  -6.01314  -1.16100
H  4.48451  -4.32292  -1.13123
H  4.21514  -4.69036  -3.53304
H  2.75515  -5.66395  -3.26564
H  1.81551  -3.46371  -3.75155
H  3.08096  -2.66594  -2.80816
H  1.49461  -2.74738  -1.10079
H  -1.45391  -3.72978  -2.44782
H  2.36724  -3.46351  2.13305
H  3.21614  -1.29068  2.91436
H  -1.85361  2.30247  0.51088
H  -5.52835  4.43514  -0.00471
H  -4.97923  4.61196  -1.69050
H  -5.67962  3.07052  -1.13796

Atoms 1-2, force components in eV/Å:
C 0.0 0.2 0.0
O 0.2 -0.5 0.0

* E_HOMO: -7.899 eV
* LUMO: -0.01812 Ha
* orbital gap: 7.41 eV
* SMILES: COc1ccc(/C=C2\Oc3cc(OCC(=O)N4CCC[C@H]4C(=O)O)ccc3C2=O)cc1OC
* E: -1585.02823 Eh

---

- Look up the E of the third one.
  -339.40422 Eh

---

- Among the records above, which one has the lowest E?
  C39H75AsF10N3OPbSSi7Te